# 1
This record from OMol25 describes C12H17NOS in the gas phase. The level of theory is wB97M-V/def2-TZVPD.

Positions of all 32 atoms, in Å:
1 C 1.16 -0.33 0.36
2 C -1.74 2.00 0.48
3 C -2.16 1.11 -0.66
4 C -0.25 1.88 0.52
5 C -1.89 -1.31 0.31
6 C 0.25 -2.61 0.28
7 C -1.28 -0.12 -0.54
8 C -0.70 -1.74 1.17
9 C 0.15 -0.44 1.41
10 C -0.14 0.41 0.31
11 C 1.31 -1.65 -0.25
12 C 2.49 1.11 -1.55
13 N 2.31 -1.68 -1.02
14 O 2.75 1.79 0.94
15 S 2.75 0.53 0.20
16 H -2.15 2.98 0.36
17 H -2.08 1.63 1.38
18 H -3.23 0.94 -0.43
19 H -2.01 1.79 -1.46
20 H 0.19 2.46 -0.18
21 H 0.16 2.26 1.43
22 H -2.63 -0.87 0.90
23 H -2.33 -1.86 -0.43
24 H 0.94 -3.23 0.78
25 H -0.18 -3.22 -0.48
26 H -1.06 -0.53 -1.59
27 H -0.94 -2.23 2.13
28 H 0.34 -0.14 2.41
29 H 1.43 1.22 -1.70
30 H 2.97 2.03 -1.46
31 H 3.08 0.40 -2.19
32 H 2.47 -2.59 -1.43

The value obtained for the HOMO energy is -8.2 eV. For the orbital gap, the calculation gives 8.99 eV. The total energy is -27089.276 eV. Its total charge is 0. Its energy above the lowest of the compared OMol25 structures with the same formula, charge and spin is 4.809 eV.

Results of the natural (NBO) charge analysis, in e, for atoms 1 through 5:
1. C -0.352
2. C -0.381
3. C -0.409
4. C -0.396
5. C -0.408

***

# 2
This record from OMol25 describes a molecular structure, C13H21F7O9PS. The level of theory is wB97M-V/def2-TZVPD.

Positions of all 52 atoms, in Å:
1 C 5.78 4.19 -0.82
2 C 6.17 3.08 0.11
3 O 6.10 3.19 1.32
4 O 6.58 1.97 -0.53
5 C 7.13 0.95 0.33
6 C 6.06 0.09 0.98
7 C 5.15 -0.58 -0.05
8 C 3.82 -1.06 0.56
9 C 2.65 -0.84 -0.40
10 C 1.54 -1.90 -0.32
11 C 0.28 -1.43 0.43
12 C -0.98 -1.41 -0.43
13 O -2.05 -2.23 0.11
14 P -2.96 -1.47 1.11
15 O -2.26 -0.57 2.02
16 O -3.70 -2.63 1.89
17 O -4.04 -0.57 0.25
18 S -5.57 -1.09 0.17
19 O -6.23 -0.92 1.42
20 O -5.63 -2.39 -0.39
21 C -6.26 0.09 -1.10
22 F -6.95 -0.63 -1.97
23 F -5.21 0.65 -1.74
24 C -7.21 1.19 -0.53
25 F -8.42 0.69 -0.28
26 F -7.34 2.08 -1.53
27 C -6.67 1.98 0.72
28 F -5.35 1.90 0.82
29 F -6.99 3.28 0.57
30 F -7.27 1.57 1.83
31 H 5.89 3.87 -1.85
32 H 6.40 5.05 -0.64
33 H 4.75 4.45 -0.66
34 H 7.80 1.39 1.06
35 H 7.72 0.32 -0.33
36 H 5.50 0.70 1.67
37 H 6.59 -0.66 1.56
38 H 5.70 -1.43 -0.44
39 H 4.96 0.12 -0.85
40 H 3.68 -0.55 1.51
41 H 3.94 -2.12 0.78
42 H 3.06 -0.85 -1.41
43 H 2.27 0.16 -0.26
44 H 1.95 -2.76 0.21
45 H 1.30 -2.21 -1.33
46 H 0.45 -0.41 0.76
47 H 0.10 -2.02 1.32
48 H -1.34 -0.41 -0.64
49 H -0.74 -1.84 -1.40
50 H -4.01 -2.21 2.70
51 O -8.25 -3.12 -3.53
52 H -7.91 -2.66 -2.76

The value obtained for the HOMO energy is -1.9 eV. For the orbital gap, the calculation gives 3.74 eV. The total energy is -71396.748 eV. Its total charge is -1.

Results of the natural (NBO) charge analysis, in e, for atoms 1 through 5:
1. C -0.715
2. C 0.795
3. O -0.608
4. O -0.506
5. C -0.071

***

# 3
This record from OMol25 describes a molecular structure, C16H30I2NOP2V. The level of theory is wB97M-V/def2-TZVPD.

Positions of all 53 atoms, in Å:
1 I -2.80 0.21 -2.03
2 I 0.62 0.09 -3.60
3 V -0.27 -0.21 -1.02
4 P -0.64 -2.52 -1.79
5 C -1.07 -3.63 -0.42
6 C -1.96 -2.96 -2.99
7 H -1.87 -4.02 -3.27
8 H 0.49 -4.43 -2.78
9 H -1.86 -2.35 -3.90
10 H 0.87 -2.90 -3.65
11 H -2.06 -3.36 -0.03
12 H -2.95 -2.78 -2.56
13 C 0.74 -3.37 -2.67
14 H -1.07 -4.67 -0.77
15 H 1.68 -3.28 -2.13
16 H -0.34 -3.52 0.39
17 P -0.39 2.55 -1.62
18 C -0.88 3.63 -0.21
19 C 1.08 3.49 -2.19
20 H -1.41 2.70 -3.85
21 H -1.36 4.29 -3.03
22 H -2.59 3.08 -2.58
23 C -1.55 3.22 -2.90
24 H 1.46 3.07 -3.13
25 H 0.81 4.55 -2.34
26 H -1.21 4.61 -0.59
27 H -0.02 3.77 0.46
28 H 1.87 3.42 -1.42
29 H -1.70 3.16 0.34
30 C -1.31 -0.49 0.49
31 O -1.96 -0.73 1.45
32 C -1.05 2.21 3.22
33 N -0.06 1.17 3.08
34 C -0.14 0.06 3.98
35 C 0.80 1.22 1.95
36 C 1.51 -0.07 1.65
37 C 2.49 -0.47 2.58
38 C 3.12 -1.70 2.46
39 C 2.82 -2.51 1.37
40 C 1.93 -2.05 0.38
41 C 1.24 -0.84 0.51
42 H -1.37 2.24 4.27
43 H -1.93 1.99 2.59
44 H -0.63 3.18 2.90
45 H -0.40 -0.89 3.48
46 H 0.80 -0.09 4.54
47 H -0.94 0.30 4.70
48 H 0.26 1.60 1.07
49 H 1.54 2.02 2.17
50 H 2.72 0.19 3.43
51 H 3.84 -2.02 3.22
52 H 3.30 -3.48 1.26
53 H 1.76 -2.69 -0.48

The value obtained for the HOMO energy (alpha / beta) is -13.4 / -13.7 eV. For the orbital gap (alpha / beta), the calculation gives 4.00 / 3.27 eV. The total energy is -81065.065 eV. The multiplicity is 3. Its total charge is +2. The expectation value of S² is 2.2155. Its energy above the lowest of the compared OMol25 structures with the same formula, charge and spin is 0.000 eV.

Results of the natural (NBO) charge analysis, in e, for atoms 1 through 5:
1. I 0.063
2. I 0.229
3. V 0.335
4. P 1.047
5. C -0.960

***

# 4
This record from OMol25 describes 3 unconnected molecules or ions with the total composition C5H12N2O. The level of theory is wB97M-V/def2-TZVPD.

Positions of all 20 atoms, in Å:
1 C -0.39 -0.56 0.36
2 C -2.45 0.77 -0.06
3 C 0.27 1.02 -1.36
4 N -0.30 0.67 -0.07
5 N -0.23 -1.68 -0.39
6 C 1.93 0.05 0.86
7 C 2.77 -0.98 0.82
8 O -2.73 0.93 1.27
9 H -2.13 1.59 1.62
10 H -0.85 -0.72 1.33
11 H 0.38 -1.63 -1.19
12 H -0.46 -2.57 0.04
13 H -2.44 1.68 -0.66
14 H -3.01 -0.05 -0.50
15 H 2.19 0.95 1.42
16 H -0.55 1.29 -2.04
17 H 0.87 0.25 -1.84
18 H 0.91 1.89 -1.23
19 H 2.52 -1.90 0.28
20 H 3.72 -1.00 1.35

The value obtained for the HOMO energy (alpha / beta) is -6.0 / -7.3 eV. For the orbital gap (alpha / beta), the calculation gives 6.66 / 8.20 eV. The total energy is -10400.586 eV. Its total charge is 0. Its energy above the lowest of the compared OMol25 structures with the same formula, charge and spin is 7.838 eV.

Results of the natural (NBO) charge analysis, in e, for atoms 1 through 5:
1. C 0.340
2. C -0.023
3. C -0.443
4. N -0.457
5. N -0.825

***

# 5
This record from OMol25 describes a molecular structure, C16H16IN6O2Tl. The level of theory is wB97M-V/def2-TZVPD.

Positions of all 42 atoms, in Å:
1 Tl 1.02 0.57 -2.46
2 C 2.53 -2.94 1.27
3 C 1.87 -1.97 2.17
4 N 1.96 -2.06 3.45
5 C 1.49 -1.06 4.22
6 C 1.12 0.23 3.80
7 C 0.82 1.29 4.84
8 O -0.55 1.65 4.85
9 C 0.86 0.40 2.45
10 C 0.16 1.58 1.99
11 N -0.22 1.69 0.77
12 C -0.85 2.84 0.35
13 C -0.61 4.10 0.91
14 C -1.25 5.22 0.42
15 C -2.16 5.10 -0.62
16 C -2.43 3.86 -1.19
17 C -1.76 2.74 -0.72
18 I -2.17 0.87 -1.54
19 C 1.21 -0.74 1.52
20 O 1.11 -0.72 0.33
21 H 2.91 -3.77 1.85
22 H 3.34 -2.45 0.74
23 H 1.82 -3.27 0.51
24 H 1.38 -1.32 5.27
25 H 1.39 2.18 4.61
26 H 1.15 0.94 5.82
27 H -1.03 1.15 5.50
28 H -0.09 2.32 2.75
29 H 0.13 4.21 1.70
30 H -1.04 6.19 0.85
31 H -2.67 5.97 -0.99
32 H -3.15 3.77 -1.99
33 N -0.13 -3.47 -6.34
34 C -0.77 -4.12 -5.36
35 N -1.36 -5.28 -5.64
36 N -0.86 -3.68 -4.12
37 C -0.34 -2.56 -3.75
38 N 0.07 -1.54 -3.36
39 H -0.06 -3.85 -7.27
40 H 0.35 -2.61 -6.15
41 H -1.35 -5.69 -6.55
42 H -1.85 -5.75 -4.90

The value obtained for the HOMO energy (alpha / beta) is -14.1 / -14.1 eV. For the orbital gap (alpha / beta), the calculation gives 4.62 / 4.85 eV. The total energy is -42665.216 eV. Its total charge is +2. Its energy above the lowest of the compared OMol25 structures with the same formula, charge and spin is 0.832 eV.

Results of the natural (NBO) charge analysis, in e, for atoms 1 through 5:
1. Tl 0.857
2. C -0.690
3. C 0.374
4. N -0.412
5. C 0.267

***

# 6
This record from OMol25 describes 12 unconnected molecules or ions with the total composition C22H66O26S. The level of theory is wB97M-V/def2-TZVPD.

Positions of all 115 atoms, in Å:
1 S -0.13 0.22 0.07
2 O -0.71 -0.83 0.88
3 O -0.76 0.30 -1.19
4 O -0.27 1.44 0.77
5 O 1.27 0.02 -0.18
6 C -1.53 -4.28 0.88
7 C -1.63 -5.53 1.69
8 O -2.58 -6.33 1.26
9 O -0.76 -3.37 1.67
10 H -2.61 -3.97 0.89
11 H -1.01 -4.47 -0.10
12 H -2.07 -5.25 2.71
13 H -0.76 -6.21 1.89
14 H -2.71 -7.08 1.73
15 H -0.77 -2.61 1.08
16 C -1.63 -0.03 4.08
17 C -1.42 -0.13 5.66
18 O -2.41 0.63 6.35
19 O -0.95 -1.04 3.47
20 H -1.28 0.80 3.74
21 H -2.51 -0.28 3.72
22 H -0.48 0.10 6.00
23 H -1.42 -1.32 5.98
24 H -2.38 1.58 6.10
25 H -1.06 -0.92 2.57
26 C -5.37 0.01 0.13
27 C -4.10 0.01 1.00
28 O -3.38 -1.18 0.71
29 O -6.24 1.04 0.46
30 H -5.96 -0.94 0.51
31 H -4.86 -0.02 -0.89
32 H -4.26 -0.10 2.10
33 H -3.47 0.98 0.95
34 H -2.49 -0.89 0.70
35 H -5.74 1.74 -0.01
36 C 1.58 0.03 -5.70
37 C 0.47 0.63 -4.83
38 O 0.20 1.92 -5.20
39 O 2.05 -1.13 -5.04
40 H 2.32 0.80 -5.87
41 H 1.38 -0.15 -6.82
42 H 0.63 0.62 -3.66
43 H -0.52 -0.16 -4.89
44 H -0.48 2.11 -4.60
45 H 2.38 -1.02 -4.12
46 C 4.74 -2.18 -3.42
47 C 4.01 -1.92 -2.16
48 O 3.04 -0.97 -2.48
49 O 5.74 -3.19 -3.16
50 H 5.02 -1.27 -3.63
51 H 4.03 -2.62 -4.15
52 H 4.76 -1.68 -1.56
53 H 3.52 -2.75 -1.71
54 H 2.46 -1.03 -1.72
55 H 6.37 -2.90 -2.60
56 C 2.39 1.27 4.73
57 C 1.85 1.19 3.29
58 O 1.02 2.23 2.82
59 O 3.21 0.26 5.02
60 H 1.56 1.23 5.51
61 H 2.82 2.19 4.69
62 H 1.23 0.27 3.46
63 H 2.53 1.10 2.63
64 H 0.49 1.87 1.97
65 H 2.65 -0.45 5.18
66 C 2.43 3.04 -0.54
67 C 3.46 4.21 -0.38
68 O 2.86 5.41 -0.96
69 O 3.12 1.80 -0.09
70 H 2.44 3.00 -1.65
71 H 1.43 3.08 -0.12
72 H 4.38 3.97 -1.04
73 H 3.72 4.53 0.64
74 H 3.41 5.57 -1.82
75 H 2.42 0.93 -0.16
76 C 0.07 -2.69 -2.37
77 C -1.48 -2.64 -2.11
78 O -1.93 -1.55 -2.75
79 O 0.88 -3.24 -1.38
80 H 0.44 -1.66 -2.59
81 H 0.34 -3.05 -3.37
82 H -1.77 -2.37 -1.16
83 H -1.86 -3.52 -2.31
84 H -1.57 -0.59 -2.15
85 H 0.70 -2.64 -0.73
86 C -4.13 2.06 -3.27
87 C -2.92 2.15 -2.24
88 O -1.64 2.02 -2.67
89 O -5.34 2.37 -2.59
90 H -4.31 1.05 -3.67
91 H -3.82 2.67 -3.93
92 H -3.32 1.50 -1.40
93 H -3.03 3.13 -1.88
94 H -1.23 1.26 -2.06
95 H -5.49 3.18 -2.17
96 C -0.90 5.16 -0.52
97 C -1.28 4.57 0.96
98 O -1.92 3.40 0.70
99 O -0.38 6.42 -0.31
100 H -1.79 5.04 -1.12
101 H -0.34 4.39 -0.88
102 H -1.84 5.25 1.50
103 H -0.09 4.39 1.37
104 H -1.28 2.64 0.77
105 H 0.45 6.43 -1.01
106 C 2.61 -2.61 1.50
107 C 2.87 -2.87 3.03
108 O 2.40 -4.16 3.45
109 O 3.25 -1.48 1.02
110 H 1.49 -2.31 1.52
111 H 2.67 -3.42 0.92
112 H 2.65 -2.15 3.51
113 H 3.97 -2.98 3.18
114 H 1.45 -4.05 3.47
115 H 2.70 -1.00 0.48

The value obtained for the HOMO energy is -4.4 eV. For the orbital gap, the calculation gives 8.48 eV. The total energy is -87940.765 eV. Its total charge is -2. Its energy above the lowest of the compared OMol25 structures with the same formula, charge and spin is 0.474 eV.

Results of the Mulliken charge analysis, in e, for atoms 1 through 5:
1. S -0.417
2. O 1.523
3. O 0.046
4. O 0.365
5. O -0.448